Record 1
{
  "formula": "C5H5BrN2O4S",
  "method": "ωB97M-V/def2-TZVPD",
  "de_lowest_ev": 9.041,
  "e_homo_ev": [-9.21, -9.21],
  "fmax_ha_per_bohr": 0.0861,
  "elements": ["O", "Br", "C", "N", "O", "H", "N", "H", "C", "C", "H", "H", "C", "O", "O", "C", "H", "S"],
  "coordinates": [[1.60478, -1.36838, 2.14434], [3.41708, 0.28151, -0.78861], [-0.08218, -2.25444, -0.11694], [-2.00310, -0.82605, -0.55481], [-2.52540, 0.28048, -0.62726], [-0.34340, -2.49400, 0.84344], [2.13509, -0.47363, 1.54616], [0.76469, 2.01526, -1.03203], [-0.58918, -0.90245, -0.26648], [0.14722, 0.15784, -0.13212], [-0.39351, -3.05789, -0.71927], [-0.76548, 1.84227, -0.54602], [0.17494, 1.56935, -0.19305], [2.49112, 0.60095, 1.94622], [-2.57869, -1.91482, -0.58759], [2.25348, -0.77778, 0.14796], [0.52120, 2.04478, 0.84767], [1.67680, -2.28916, -0.55539]],
  "atomic_forces_ev_per_a": [[-0.648, -0.631, 1.980], [0.706, 0.250, -0.497], [2.424, -0.018, -1.084], [-1.210, -0.091, 0.814], [0.104, -0.994, -0.324], [0.073, -1.159, 2.747], [0.211, -0.746, -0.859], [0.451, -0.782, 0.778], [-0.114, 0.781, -1.148], [3.145, -1.241, -0.009], [-1.218, -0.511, -1.148], [-2.219, 0.937, 0.260], [2.206, 1.941, 1.506], [0.224, 0.696, 0.719], [0.035, 1.261, -0.314], [-3.849, 1.132, -1.875], [-0.963, -0.886, -2.340], [0.641, 0.062, 0.793]],
  "mulliken_charge": [-0.594, -0.008, -0.878, 1.009, -0.596, 0.440, 0.998, 0.328, 0.202, 0.454, 0.552, 0.465, -1.473, -0.568, -0.584, 0.054, 0.257, -0.060]
}


Record 2
{
  "formula": "C5H5BrN2O6S",
  "method": "ωB97M-V/def2-TZVPD",
  "de_lowest_ev": 0.576,
  "e_homo_ev": [-10.03, -10.03],
  "fmax_ha_per_bohr": 0.0474,
  "elements": ["H", "H", "O", "H", "C", "O", "C", "H", "O", "N", "N", "C", "C", "O", "H", "O", "S", "C", "Br", "O"],
  "coordinates": [[-0.08109, -2.95510, 0.24737], [-1.66116, -2.33744, -0.23763], [3.08788, 0.10093, 1.32727], [-0.31146, -2.34233, -1.38136], [-0.59022, -2.19346, -0.33764], [0.93325, 1.26660, -2.09213], [-0.51487, 1.63759, 0.21538], [-1.18411, 2.35758, -0.25537], [-3.00492, -0.82096, 0.11635], [-2.40597, 0.16572, -0.22415], [1.88139, 0.12198, 1.28786], [-0.98688, 0.27156, 0.10860], [-0.15741, -0.82561, 0.10026], [-2.88900, 1.11597, -0.79560], [-0.16450, 1.96862, 1.19241], [2.04559, 2.57766, -0.32867], [1.12630, 1.56725, -0.71297], [1.24785, -0.66837, 0.29667], [2.46602, -1.77426, -0.56309], [1.16329, 0.76606, 2.03645]],
  "atomic_forces_ev_per_a": [[0.065, -0.020, 0.024], [0.238, 0.021, -0.022], [0.394, 0.373, 0.389], [0.036, -0.010, -0.027], [-0.329, -0.313, -0.084], [-0.217, -0.091, -0.304], [0.202, 0.419, 0.071], [0.213, -0.051, -0.146], [-0.515, -0.346, 0.185], [0.204, 0.136, -0.037], [0.538, -0.211, 1.468], [0.824, -0.586, 0.458], [-1.050, 0.158, 0.264], [-0.392, 0.225, -0.319], [-0.182, -0.086, -0.166], [0.184, 0.181, 0.504], [-0.204, -0.894, -0.668], [0.165, 1.550, -1.872], [-0.093, -0.473, -0.373], [-0.078, 0.019, 0.656]],
  "mulliken_charge": [0.441, 0.443, -0.590, 0.400, -1.871, -0.544, -0.932, 0.489, -0.604, 0.998, 1.084, 0.177, 1.281, -0.603, 0.364, -0.517, 1.093, -0.496, -0.004, -0.610]
}


Record 3
{
  "formula": "C5H5BrNO2S",
  "method": "ωB97M-V/def2-TZVPD",
  "charge": -1,
  "de_lowest_ev": 1.827,
  "e_homo_ev": -4.93,
  "fmax_ha_per_bohr": 0.0632,
  "smiles": "C[C@@]1(Br)CSC(C(=O)[O-])=N1",
  "elements": ["C", "O", "C", "O", "S", "H", "C", "C", "H", "Br", "N", "H", "H", "H", "C"],
  "coordinates": [[2.81246, 0.19266, 0.55009], [3.26843, 0.96598, -0.28363], [-0.65471, 0.04870, -1.36614], [3.26203, -0.03898, 1.68112], [1.05759, 0.78639, -1.30123], [-1.05193, 1.15397, 1.08678], [-0.80709, -0.54655, -0.06448], [1.41220, -0.29788, 0.05845], [-2.51811, 0.58026, 0.28766], [-1.58536, -2.45340, -0.07341], [0.38667, -0.77606, 0.58531], [-0.75295, -0.48629, -2.25530], [-1.81455, -0.32847, 1.65566], [-1.34055, 0.86976, -1.41953], [-1.67413, 0.32991, 0.85867]],
  "atomic_forces_ev_per_a": [[0.552, -0.522, 2.085], [0.654, 0.903, -1.643], [1.183, 2.390, -1.192], [-0.766, -0.846, -0.168], [-0.489, -0.238, -1.156], [0.421, 1.088, 0.429], [-1.227, -1.116, 1.663], [-0.053, 2.095, -0.352], [-1.501, 0.482, -0.177], [-0.471, 0.381, -0.457], [1.740, -1.710, 2.147], [-0.132, -1.422, -1.103], [-0.801, -0.286, 1.782], [-0.468, 0.538, -0.354], [1.358, -1.737, -1.505]],
  "mulliken_charge": [0.297, -0.653, -0.686, -0.709, -0.148, 0.337, 0.539, 0.551, 0.393, -0.288, -0.519, 0.494, 0.475, 0.305, -1.386]
}


Record 4
{
  "formula": "C5H5Cl",
  "method": "ωB97M-V/def2-TZVPD",
  "de_lowest_ev": 1.859,
  "e_homo_ev": -9.46,
  "fmax_ha_per_bohr": 0.0527,
  "smiles": "C#C/C=C/CCl",
  "elements": ["C", "H", "H", "C", "C", "C", "H", "H", "H", "Cl", "C"],
  "coordinates": [[1.88733, 0.53852, -0.03137], [1.99999, 0.88071, 1.01595], [-3.98801, -1.25470, -0.41561], [-0.58800, 0.05473, 0.43775], [0.46898, 0.34671, -0.38810], [-1.94549, -0.37121, 0.05872], [0.27737, 0.37125, -1.45112], [2.50138, 1.26106, -0.58698], [-0.46171, -0.07427, 1.54423], [2.88783, -0.92960, -0.01776], [-3.03968, -0.82321, -0.16570]],
  "atomic_forces_ev_per_a": [[0.958, 1.215, 2.222], [-0.412, -0.068, -0.443], [0.244, 0.196, 0.132], [0.758, -0.534, 0.169], [-2.110, -0.658, 0.134], [1.027, 0.391, -0.195], [-0.224, -0.049, -0.172], [-0.863, -0.209, -0.370], [0.273, 0.422, -1.055], [0.062, -0.800, -0.347], [0.287, 0.095, -0.075]],
  "mulliken_charge": [-0.560, 0.256, 0.394, -0.558, -0.082, -0.555, 0.323, 0.348, 0.254, -0.188, 0.367]
}


Record 5
{
  "formula": "C5H5Cl",
  "method": "ωB97M-V/def2-TZVPD",
  "de_lowest_ev": 3.801,
  "e_homo_ev": -9.46,
  "fmax_ha_per_bohr": 0.0733,
  "smiles": "C=C=CCl.C#C",
  "elements": ["C", "H", "H", "C", "H", "Cl", "C", "C", "H", "H", "C"],
  "coordinates": [[3.02693, -1.63828, 0.84986], [-2.71406, -0.56168, 0.60617], [4.40727, -0.22554, -0.26854], [-0.09140, 0.87959, -0.41321], [0.67920, 0.48503, -0.90820], [-0.37809, 2.47985, -0.91901], [-1.91172, -0.03985, 1.12666], [-0.89830, 0.34958, 0.40792], [-1.90222, 0.11898, 2.25115], [2.49067, -2.51366, 1.04691], [3.70352, -0.81992, 0.29325]],
  "atomic_forces_ev_per_a": [[0.597, 0.474, -0.943], [-0.097, 0.207, 0.438], [-0.488, 0.017, 0.497], [-1.298, 1.586, 0.322], [3.019, -1.824, -1.330], [-0.203, 1.408, -0.487], [0.484, 0.003, 1.324], [-1.679, -0.931, 1.327], [-0.204, -0.463, -1.580], [-0.615, -0.453, 0.681], [0.484, -0.024, -0.248]],
  "mulliken_charge": [-0.292, 0.249, 0.362, -0.296, 0.410, -0.181, -0.553, 0.142, 0.223, 0.340, -0.404]
}


Record 6
{
  "formula": "C5H5Cl2F",
  "method": "ωB97M-V/def2-TZVPD",
  "de_lowest_ev": 2.620,
  "e_homo_ev": -9.17,
  "fmax_ha_per_bohr": 0.0725,
  "smiles": "FCC(/C=C/Cl)=C/Cl",
  "elements": ["H", "H", "C", "H", "C", "Cl", "C", "C", "Cl", "H", "H", "C", "F"],
  "coordinates": [[-0.94777, 0.02595, 1.90244], [1.10415, -1.38010, -1.31625], [1.20884, 1.17209, 0.67034], [1.91893, 0.13298, -1.49112], [0.40169, 0.25065, 0.26947], [1.04045, 2.20528, 1.99973], [0.89063, -0.31283, -1.04171], [-0.93989, -0.11538, 0.85601], [-2.92021, -2.00033, 0.78300], [1.86990, 1.58532, -0.04910], [-1.53950, -0.98259, -0.93558], [-1.84921, -0.77863, 0.16680], [-0.23801, 0.19758, -1.81402]],
  "atomic_forces_ev_per_a": [[-0.464, 0.056, 1.083], [-1.242, 0.551, 0.982], [0.808, 2.324, 0.544], [-2.527, -0.257, 1.334], [-1.234, -2.266, -0.770], [-0.336, 0.382, 0.947], [0.495, 1.026, -2.304], [1.809, -0.215, -0.262], [-0.349, 0.891, 0.155], [1.234, -0.127, -0.025], [-1.389, 0.435, 2.075], [1.681, -2.034, -2.634], [1.515, -0.767, -1.126]],
  "mulliken_charge": [0.361, 0.224, -0.434, 0.199, 0.746, -0.172, -0.333, -0.399, -0.168, 0.259, 0.296, -0.283, -0.297]
}


Record 7
{
  "formula": "C5H5Cl2N3O2S",
  "method": "ωB97M-V/def2-TZVPD",
  "de_lowest_ev": 0.000,
  "e_homo_ev": -9.53,
  "fmax_ha_per_bohr": 0.0784,
  "smiles": "CSC1([N+](=O)[O-])C(Cl)=NCN=C1Cl",
  "elements": ["C", "O", "H", "C", "Cl", "H", "H", "C", "N", "H", "C", "Cl", "O", "H", "C", "N", "S", "N"],
  "coordinates": [[0.48703, -1.67127, 0.27944], [0.46976, 1.80101, 4.09216], [-0.52392, -1.79098, 0.25804], [1.17600, 1.39144, 1.47121], [-2.28752, -0.56390, 2.55600], [-1.18895, 3.09832, 0.24830], [0.79244, -2.71749, 0.11748], [-1.17695, 0.42938, 1.79606], [-1.63673, 1.19255, 0.89738], [-0.86987, 1.85465, -0.87072], [0.27342, 0.34942, 2.23685], [2.74641, 1.38461, 2.02069], [0.45120, -0.26492, 4.59328], [0.98554, -1.00858, -0.36448], [-0.69769, 2.05253, 0.25039], [0.68629, 2.15151, 0.55507], [0.84979, -1.38641, 2.04055], [0.46507, 0.64431, 3.79395]],
  "atomic_forces_ev_per_a": [[1.791, -1.627, 1.931], [0.214, 1.167, -0.247], [-3.010, 0.557, -0.856], [-3.745, 0.114, -0.812], [-0.788, -1.112, 1.014], [1.019, -1.259, 0.479], [0.545, 0.453, 0.006], [0.172, 1.629, -0.464], [1.357, -0.527, 0.744], [0.806, -0.022, 1.353], [1.114, -0.427, -0.219], [1.375, 0.346, -0.094], [0.356, -0.237, -0.860], [0.285, 0.852, -0.964], [-2.106, 2.039, -2.768], [1.474, -1.420, 1.699], [0.552, 0.203, 0.054], [-1.414, -0.729, 0.004]],
  "mulliken_charge": [-0.949, -0.542, 0.351, 0.458, -0.109, 0.340, 0.403, 0.253, -0.449, 0.320, 0.420, -0.126, -0.552, 0.296, -0.434, -0.477, -0.037, 0.835]
}


Record 8
{
  "formula": "C5H5Cl2P",
  "method": "ωB97M-V/def2-TZVPD",
  "de_lowest_ev": 3.305,
  "e_homo_ev": [-8.25, -8.58],
  "fmax_ha_per_bohr": 0.0884,
  "elements": ["C", "H", "C", "P", "C", "H", "C", "Cl", "Cl", "H", "H", "H", "C"],
  "coordinates": [[-0.28866, -0.33305, 1.17675], [0.15314, -0.99383, 1.84736], [0.10521, 0.97046, 0.82616], [4.21642, -0.92954, -0.76208], [-0.56720, 1.48183, -0.22682], [-0.46186, 2.43428, -0.78920], [-1.31363, -0.66652, 0.34869], [2.95588, 0.38742, 0.08408], [3.08242, -2.59139, -0.58574], [-2.58242, 1.02976, -0.15769], [-1.72554, 0.18327, -1.60791], [-1.91712, -1.44411, 0.39418], [-1.65665, 0.47142, -0.54775]],
  "atomic_forces_ev_per_a": [[-1.501, -0.905, -1.457], [0.639, -0.737, 1.306], [-0.062, 1.860, -1.481], [0.302, 0.001, -0.127], [0.449, 0.536, 0.052], [0.052, -0.828, 0.766], [2.115, 3.627, 0.499], [0.017, 0.446, 0.130], [-0.112, -0.499, -0.051], [0.760, -1.092, -0.834], [-0.241, 0.289, 0.318], [-2.326, -3.894, 0.272], [-0.093, 1.194, 0.607]],
  "mulliken_charge": [-0.152, 0.510, -0.529, 0.249, -0.269, 0.380, -0.721, -0.089, -0.165, 0.203, 0.331, 0.555, -0.302]
}


Record 9
{
  "formula": "C5H5ClF10NO6PS2",
  "method": "ωB97M-V/def2-TZVPD",
  "e_homo_ev": -10.72,
  "fmax_ha_per_bohr": 0.0214,
  "elements": ["C", "O", "O", "C", "H", "F", "H", "F", "H", "C", "Cl", "P", "F", "F", "C", "S", "H", "F", "F", "F", "S", "O", "F", "O", "N", "C", "F", "F", "O", "O", "H"],
  "coordinates": [[-0.98297, 0.19326, 1.17119], [1.33134, -4.08219, -2.67099], [4.57034, -1.76838, -0.63630], [-0.80701, 1.22943, 2.29446], [-0.18540, 2.06601, 1.97411], [-4.84814, 3.36309, 1.77160], [0.63524, -4.09962, -3.34753], [-4.18018, 1.33481, 1.29706], [-4.65667, 1.91587, 3.13987], [-1.01165, 0.69977, -0.27228], [1.51548, -3.17960, -0.01282], [1.21165, -2.65063, -1.94214], [0.11043, -0.61852, 1.23910], [-1.15813, -0.36495, -1.10021], [-2.73105, 2.72562, 2.57092], [4.19627, -2.53516, -1.76012], [-0.23034, 0.70470, 3.05488], [1.84346, -0.14735, -3.76728], [-2.82624, 3.59288, 3.60559], [-2.04826, 1.53275, -0.49300], [2.71663, -0.26229, -2.50996], [4.00168, 0.23964, -2.81945], [5.18582, -2.25781, -2.89635], [1.96789, 0.25018, -1.42361], [2.78501, -1.93452, -2.47896], [-4.16443, 2.29369, 2.24126], [-2.15861, 3.39390, 1.55055], [-2.06473, -0.57637, 1.42537], [4.01715, -3.93626, -1.68504], [-1.95719, 1.67110, 3.00226], [-0.07740, 1.20696, -0.52218]],
  "atomic_forces_ev_per_a": [[-0.466, -0.024, 0.319], [-0.189, 0.010, -0.154], [0.079, 0.255, -0.165], [0.446, 0.246, 0.439], [-0.140, 0.027, -0.227], [0.077, -0.018, 0.040], [0.200, -0.246, 0.056], [0.128, 0.021, -0.067], [0.055, 0.033, 0.021], [0.130, -0.015, -0.247], [0.207, 0.027, -0.090], [-0.698, 0.207, -0.279], [0.131, 0.084, -0.033], [0.007, -0.006, 0.058], [0.644, -0.017, 0.190], [-0.420, -0.905, 0.318], [-0.046, -0.058, -0.010], [-0.411, 0.084, -0.413], [-0.038, 0.022, -0.020], [-0.079, 0.025, 0.164], [0.944, 0.312, 0.431], [-0.281, -0.121, -0.132], [0.317, 0.158, -0.312], [-0.257, -0.122, -0.099], [0.402, 0.041, 1.022], [-0.274, -0.049, 0.021], [-0.118, -0.169, 0.005], [0.001, 0.084, -0.110], [0.128, 0.267, -0.191], [-0.470, -0.139, -0.580], [-0.008, -0.014, 0.047]],
  "mulliken_charge": [0.944, -0.453, -0.478, -0.881, 0.343, -0.255, 0.362, -0.213, 0.237, 0.125, -0.164, 0.400, -0.250, -0.250, 0.810, 1.070, 0.450, -0.184, -0.301, -0.231, 1.087, -0.553, -0.147, -0.399, -0.074, 0.192, -0.289, -0.286, -0.503, -0.397, 0.289]
}